Arrangement a

ORCA calculation (ωB97M-V with the def2-TZVPD basis set) on a cluster of 2 separate species, C4H7ClOS in total.

For the frontier orbital gap (spin up / spin down), the calculation gives 7.2 / 7.2 eV. For the lowest unoccupied orbital energy (spin up / spin down), the calculation gives -0.053 / -0.054 Eh.

Geometry as ORCA input:
```
! RIJCOSX wB97M-V def2-TZVPD def2/J DEFGRID3
* xyz 0 1
Cl 2.795 2.597 -0.224
S 3.467 -1.567 0.611
O 4.279 -1.135 -0.583
C 2.060 1.207 0.408
C 0.248 -0.537 0.034
C 1.024 0.613 -0.492
C -0.934 -0.093 0.930
H -0.779 0.865 1.356
H -1.913 -0.130 0.373
H 1.025 -1.159 0.803
H 0.298 1.239 -1.005
H -1.150 -0.820 1.755
H 0.033 -1.388 -0.678
H 1.667 0.247 -1.365
*
```

Arrangement b

ORCA calculation (ωB97M-V with the def2-TZVPD basis set) on a structure of composition C4H7ClOS.

For the frontier orbital gap, the calculation gives 10.1 eV. For the lowest unoccupied orbital energy, the calculation gives 0.017 Eh.

Geometry as ORCA input:
```
! RIJCOSX wB97M-V def2-TZVPD def2/J DEFGRID3
* xyz 0 1
Cl -0.048 0.986 -2.209
S 0.320 0.429 2.009
O -0.307 -2.126 -0.184
C -1.231 -0.885 -0.093
C 0.245 1.297 -0.513
C -0.065 0.047 0.273
C 0.771 -1.178 -0.069
H -0.156 1.834 2.284
H -1.653 -0.716 -1.142
H 1.558 -1.469 0.622
H 1.410 1.473 -0.406
H -2.080 -0.915 0.674
H -0.154 2.379 -0.284
H 1.392 -1.156 -0.961
*
```

Energies relative to the most stable structure, in hartree: arrangement a 0.1193; arrangement b 0.0000.

Arrangement a

ORCA calculation (ωB97M-V with the def2-TZVPD basis set) on a cluster of 8 separate species, C48H120N8O16 in total.

For the frontier orbital gap, the calculation gives 8.5 eV. For the lowest unoccupied orbital energy, the calculation gives 0.014 Eh. As for the SMILES: COCCNCCOC.COCCNCCOC.COCCNCCOC.COCCNCCOC.COCCNCCOC.COCCNCCOC.COCCNCCOC.COCCNCCOC.

Geometry as ORCA input:
```
! RIJCOSX wB97M-V def2-TZVPD def2/J DEFGRID3
* xyz 0 1
O -2.034 -9.008 4.037
O 1.675 -0.092 -6.091
O 5.952 10.522 -8.402
O 2.793 2.530 5.069
O 6.776 2.450 -8.258
O -6.857 -3.131 1.060
O 3.581 6.248 -3.979
O -1.550 1.686 3.266
O -9.559 -5.405 3.189
O -4.637 5.070 3.757
O -3.855 -5.936 -2.292
O -0.649 -1.735 0.602
O -3.250 -5.955 -6.883
O 0.521 -4.322 4.178
O 2.304 1.452 -1.569
O 5.052 4.798 10.420
N 3.321 2.371 -7.025
N -1.959 4.639 4.062
N 0.767 0.780 1.132
N 3.703 4.627 8.013
N -4.295 -7.638 -4.754
N 0.675 -7.441 4.193
N 5.093 9.068 -5.983
N -6.906 -4.726 3.357
C -8.720 -6.169 4.123
C 4.654 2.902 -7.466
C 3.664 7.277 -5.019
C 5.346 4.372 11.770
C -10.273 -4.261 3.593
C -3.392 -7.939 -3.618
C 0.133 -8.293 3.083
C -5.672 -3.235 1.734
C -1.787 0.306 3.325
C -1.054 2.136 4.479
C 5.067 7.925 -5.064
C 2.587 5.247 -4.229
C -0.116 -3.117 3.682
C 0.605 -0.859 -5.582
C -6.057 5.308 3.512
C 5.762 1.823 -7.440
C 1.786 1.189 -5.546
C 1.249 -0.487 0.674
C -3.839 -5.407 -1.047
C -0.850 -9.415 3.393
C 7.906 1.647 -8.554
C 0.318 -1.245 -0.227
C -2.708 -7.235 -6.591
C 5.386 3.780 9.476
C -7.308 -6.120 3.525
C 1.721 -6.497 3.740
C -2.619 5.266 5.149
C 5.788 11.079 -7.162
C -3.927 -7.333 -2.284
C 3.430 3.584 5.687
C 5.127 4.340 8.101
C -2.216 -5.090 -7.452
C -0.814 3.665 4.297
C -5.809 -4.653 2.340
C -3.801 -8.266 -6.010
C -7.110 -1.979 0.240
C 6.066 10.085 -6.000
C -3.886 5.950 4.593
C 5.983 11.353 -9.595
C 0.619 1.791 0.097
C 2.862 2.489 3.707
C 1.248 -5.117 3.211
C -2.986 -8.355 3.179
C 2.090 2.253 -0.336
C 3.225 1.731 -5.741
C -1.734 -2.526 0.056
C 3.549 1.660 -2.190
C 3.139 3.500 7.221
H 4.798 8.917 -6.937
H -7.389 -6.560 2.531
H -3.097 -7.284 3.344
H -0.008 -6.935 4.738
H -1.443 -3.480 -0.384
H -0.998 -10.032 2.506
H 2.055 -4.530 2.775
H 3.267 2.554 7.746
H -1.926 -7.076 -5.849
H 5.106 5.152 12.493
H -3.087 4.581 5.856
H -6.711 -6.564 4.322
H 6.398 4.104 11.865
H -0.409 -0.482 -5.450
H -4.641 -8.432 -6.685
H 5.549 8.264 -4.147
H -2.296 -2.038 -0.740
H -3.290 -9.226 -5.931
H 3.897 0.924 -5.447
H 4.803 2.861 9.537
H -4.964 -7.655 -2.188
H 0.929 -1.164 -4.587
H 3.430 4.509 8.978
H -10.533 -4.538 4.614
H -3.465 6.823 4.095
H 1.409 -1.105 1.558
H 5.664 5.275 7.945
H -0.895 -3.300 2.940
H -0.140 -0.577 -0.956
H -2.154 -7.766 -7.366
H -2.778 -5.540 -0.837
H -9.144 -7.170 4.206
H -2.428 -4.038 -7.260
H -9.743 -3.321 3.444
H -1.367 -5.152 -6.771
H 2.168 3.273 -0.713
H 6.031 1.615 -6.404
H 5.046 3.634 -6.760
H -6.131 6.178 2.859
H 5.395 3.541 7.410
H 7.061 9.710 -6.240
H 1.513 1.230 -4.491
H 0.616 -2.479 3.188
H 0.935 1.769 -5.905
H -0.816 -0.156 3.145
H -4.888 -3.155 0.980
H -4.412 6.323 5.472
H -0.566 -2.426 4.394
H 3.853 2.440 3.255
H 2.725 1.954 0.498
H -3.996 -8.764 3.168
H 2.952 4.506 5.357
H -4.834 -4.868 2.778
H 3.402 2.473 -4.962
H -2.352 -7.631 -3.728
H 6.589 11.818 -7.154
H 6.870 11.274 -10.223
H 5.451 0.873 -7.874
H -0.129 1.544 -0.657
H -4.495 -5.943 -0.360
H 2.370 -6.260 4.584
H -6.986 -1.098 0.870
H -2.067 -5.227 -8.523
H 4.472 3.575 5.365
H -2.327 -0.014 2.433
H 2.506 4.845 -3.220
H 8.478 1.488 -7.640
H 2.258 -6.902 2.883
H -0.326 -10.060 4.098
H -7.721 -4.261 2.982
H -8.881 -5.657 5.072
H -0.050 0.704 1.722
H -0.416 -7.746 2.317
H -6.391 -2.035 -0.577
H 0.552 -5.291 2.390
H 0.563 -1.694 -6.282
H 1.750 5.716 -4.748
H 3.628 0.857 -2.924
H 2.183 -0.232 0.174
H -4.608 -6.680 -4.821
H 1.056 -8.678 2.649
H 2.387 1.589 3.315
H 4.306 1.556 -1.413
H -0.139 1.685 4.863
H 2.264 3.288 3.269
H 5.066 11.173 -10.156
H 0.907 -2.025 -0.709
H 3.050 4.583 -4.959
H 2.649 2.044 -7.704
H -11.243 -4.115 3.118
H -2.444 -2.910 0.788
H 8.419 2.317 -9.244
H 6.117 10.593 -5.036
H 7.533 0.680 -8.891
H 3.328 6.843 -5.961
H -0.374 4.051 5.216
H -0.146 3.888 3.465
H 4.702 3.520 11.988
H -2.703 4.020 3.773
H 5.850 12.422 -9.425
H 6.445 3.521 9.472
H -2.591 -8.316 2.164
H 4.759 11.431 -7.085
H 3.687 2.607 -2.712
H -1.913 2.007 5.137
H -3.192 -7.595 -1.523
H -5.447 -2.495 2.501
H 4.695 3.329 -8.468
H -1.986 5.962 5.701
H -3.363 -9.025 -3.530
H 0.348 2.648 0.713
H -2.175 0.072 4.316
H -6.436 4.389 3.066
H 5.760 7.178 -5.451
H -8.162 -2.079 -0.027
H -4.122 -4.355 -1.080
H -5.902 -5.495 1.654
H 2.904 8.018 -4.767
H 2.080 3.544 7.477
H -6.645 5.462 4.417
*
```

Arrangement b

ORCA calculation (ωB97M-V with the def2-TZVPD basis set) on a cluster of 8 separate species, C48H120N8O16 in total.

For the frontier orbital gap, the calculation gives 8.7 eV. For the lowest unoccupied orbital energy, the calculation gives 0.022 Eh. As for the SMILES: COCCNCCOC.COCCNCCOC.COCCNCCOC.COCCNCCOC.COCCNCCOC.COCCNCCOC.COCCNCCOC.COCCNCCOC.

Geometry as ORCA input:
```
! RIJCOSX wB97M-V def2-TZVPD def2/J DEFGRID3
* xyz 0 1
O -1.671 -3.931 -5.411
O -1.429 -0.316 5.128
O -3.483 1.747 -3.109
O -4.625 1.358 7.399
O 3.862 0.757 2.801
O 2.829 5.685 0.903
O -0.213 2.017 0.252
O 2.242 2.120 -5.810
O 6.394 -3.141 1.554
O -5.259 2.177 2.748
O 0.627 -3.840 7.033
O -1.639 -1.327 -0.898
O 1.521 -2.615 2.668
O -3.102 -3.422 -10.290
O 0.860 -5.807 -0.502
O -1.243 4.870 -4.315
N -2.341 -2.149 -7.737
N -4.078 3.343 5.203
N -1.444 2.275 -5.547
N 0.817 5.707 -2.178
N -0.181 -1.202 7.497
N 2.463 -3.658 0.046
N 6.289 -0.345 1.467
N 0.593 0.175 -1.839
C -0.623 -1.949 -1.663
C -4.778 3.496 2.815
C -0.918 0.661 6.023
C -4.873 4.078 4.205
C -5.535 1.765 1.421
C -0.902 1.968 1.485
C -1.655 -1.637 0.458
C 6.335 -1.142 0.230
C 0.872 -1.789 8.291
C -0.224 4.676 -2.174
C -2.568 0.910 -3.785
C 0.977 2.644 -5.530
C -3.169 -2.041 -10.074
C -4.565 3.591 6.555
C 0.711 -1.227 -1.465
C 5.643 0.944 1.270
C 0.219 -0.016 6.755
C -0.331 -6.298 -1.094
C 1.852 -5.473 -1.434
C -4.309 -3.959 -10.795
C -3.990 2.606 7.550
C 1.690 5.867 0.092
C 7.088 -4.363 1.826
C -4.157 0.420 8.340
C 1.152 -4.818 6.191
C 0.817 -1.720 3.496
C -0.154 1.608 -5.622
C 3.033 -4.716 -0.759
C 7.053 -2.439 0.504
C 1.558 -2.911 7.516
C 5.121 1.378 2.649
C 2.641 -2.106 1.979
C -2.520 0.131 4.345
C 3.318 0.970 4.089
C 0.997 1.289 0.332
C 3.034 4.417 1.488
C -2.534 1.351 -5.247
C 3.269 -3.201 1.150
C -2.218 5.473 -5.148
C 1.949 5.388 -1.328
C 1.523 1.054 -1.101
C -1.863 -4.350 -4.083
C -1.462 5.068 -2.933
C -1.126 -2.169 -6.937
C -3.418 1.618 -1.711
C -2.085 -1.637 -9.092
C -1.351 -2.560 -5.499
C 2.704 1.181 -4.880
H 2.040 -2.464 6.627
H -1.823 2.537 1.386
H 3.821 0.266 4.760
H -5.981 2.599 0.871
H -1.036 -4.136 -3.405
H -0.949 -1.958 -2.700
H 3.596 -3.993 1.846
H -2.411 0.509 -5.934
H 0.762 0.322 0.802
H 7.895 -4.179 2.535
H 0.939 -0.366 6.003
H -4.391 4.646 6.781
H -3.349 0.436 4.986
H 8.112 -2.281 0.726
H -4.184 -5.032 -10.940
H 6.330 -4.975 2.317
H -0.054 1.047 -6.557
H 1.463 -4.885 -2.270
H 3.752 0.961 -5.083
H -2.822 -0.155 -3.677
H -3.453 1.892 -5.479
H 2.609 1.533 -3.846
H 5.305 -1.207 -0.147
H -5.935 4.128 4.482
H 0.689 0.730 7.399
H 1.484 -4.429 5.221
H 1.629 2.041 -1.554
H -1.480 3.064 -4.905
H -0.486 -2.970 -1.289
H -4.610 1.433 0.944
H 6.357 1.662 0.860
H -1.694 1.059 6.681
H -0.023 0.928 -4.767
H 1.730 1.705 1.035
H -4.287 2.365 5.005
H -1.973 5.267 -6.187
H 4.776 0.992 0.596
H 1.442 6.925 0.020
H -0.946 -6.797 -0.354
H -5.146 -3.849 -10.102
H 1.519 -1.379 4.259
H -2.037 -0.554 -8.965
H 3.445 2.002 4.436
H 1.017 -1.395 -0.427
H -0.466 4.465 -1.131
H 3.172 3.663 0.705
H 2.450 -1.179 1.430
H -6.275 0.967 1.421
H 3.655 -4.342 -1.576
H -0.305 0.523 -1.505
H -2.400 -1.034 0.984
H 3.395 -1.904 2.757
H 6.888 -0.574 -0.526
H 3.549 -5.476 -0.154
H 4.223 -2.866 0.744
H 2.332 -3.416 8.113
H -2.311 4.452 -2.608
H 5.783 1.043 3.459
H 0.888 3.007 -4.494
H -5.308 4.192 2.155
H 2.328 -6.395 -1.791
H -2.805 -3.048 -7.751
H -4.464 5.091 4.215
H -4.131 -1.623 -9.751
H -4.612 -0.550 8.137
H 0.344 -0.909 2.928
H 1.458 -1.700 -2.108
H -0.312 2.329 2.333
H -1.788 6.082 -2.676
H -3.436 0.583 -1.350
H -0.742 -1.150 -7.023
H 2.531 0.638 -1.026
H 1.045 5.921 -3.138
H -4.380 0.751 9.356
H 2.177 4.314 -1.370
H -2.812 -3.928 -3.733
H -2.203 6.560 -5.036
H -2.020 -5.430 -4.076
H 5.105 2.466 2.794
H -0.411 -2.383 -4.957
H -0.521 1.512 5.453
H 3.958 4.488 2.055
H 1.606 -1.077 8.663
H -3.091 0.188 8.227
H -1.131 -2.061 -9.429
H -1.548 0.936 -3.376
H 1.538 -3.954 0.332
H -4.253 2.115 -1.217
H -2.208 0.998 3.747
H 5.740 -0.905 2.112
H 7.040 -3.051 -0.409
H -3.196 5.050 -4.904
H -0.848 -5.432 -1.523
H -0.718 -1.857 6.953
H -0.374 -2.882 -7.309
H 2.011 -5.363 6.604
H -3.728 3.491 2.489
H -2.903 2.556 7.412
H -0.030 -2.235 3.945
H -1.977 -2.663 0.682
H -4.159 2.937 8.584
H 7.395 -4.860 0.906
H 0.456 -2.252 9.195
H -0.715 -1.454 0.990
H -2.108 -1.919 -5.028
H -0.108 -6.960 -1.936
H 2.173 4.169 2.116
H 2.240 0.823 4.120
H 0.178 3.738 -2.584
H -2.752 -0.633 3.606
H -1.139 0.924 1.706
H 0.766 3.475 -6.202
H -5.657 3.458 6.626
H 2.190 0.213 -4.918
H -2.992 -1.492 -11.011
H -4.499 -3.509 -11.773
H 0.388 -5.577 6.035
H 0.851 5.338 0.563
H 2.826 5.940 -1.669
H -2.502 2.098 -1.340
*
```

Energies relative to the most stable structure, in hartree: arrangement a 0.3079; arrangement b 0.0000.